[1]
{"formula": "C9H11Cl2NS", "method": "the ωB97M-V functional and the def2-TZVPD basis", "elements": ["C", "C", "C", "C", "C", "C", "C", "C", "C", "N", "S", "Cl", "Cl", "H", "H", "H", "H", "H", "H", "H", "H", "H", "H", "H"], "coordinates": [[-1.57734, 0.56924, 1.13127], [0.69742, 1.13723, 1.33538], [-1.88367, 1.58821, 2.01744], [0.40050, 2.13374, 2.22817], [-0.25164, 0.28298, 0.70322], [-0.90689, 2.38233, 2.54432], [-0.48449, -2.08806, -2.39727], [-0.60460, -0.76840, -1.59728], [0.18990, -0.71301, -0.33814], [1.61122, -0.43252, -0.48926], [2.62813, -0.62452, -1.62047], [-1.31353, 3.74211, 3.57534], [3.18219, -2.71409, -1.77795], [-2.48412, -0.08114, 0.84597], [1.73229, 0.86271, 1.18474], [-2.87116, 1.78256, 2.23445], [1.32790, 2.79270, 2.63813], [-1.21907, -2.10674, -3.23069], [0.54325, -2.41407, -2.77891], [-0.63085, -2.84937, -1.75348], [-0.17057, 0.05668, -2.22944], [-1.62594, -0.64676, -1.48839], [0.00969, -1.71739, 0.01098], [3.70140, -0.17445, -0.74816]], "mulliken_charge": [-0.139, -0.081, -0.823, -0.679, -0.170, 0.513, -1.225, -0.680, 0.614, -0.374, 0.082, -0.221, -0.284, 0.209, 0.376, 0.514, 0.189, 0.339, 0.243, 0.439, 0.280, 0.448, 0.216, 0.215], "orbital_gap_ev": 8.742, "e_above_lowest_kcal_mol": 14.7, "e_tot_ev": -46878.6401, "lumo_ev": -0.25, "multiplicity": 1}


[2]
{"formula": "C31H43N2O6P2SSc", "method": "the ωB97M-V functional and the def2-TZVPD basis", "elements": ["Sc", "C", "C", "C", "O", "P", "O", "C", "P", "O", "O", "C", "C", "C", "O", "C", "C", "C", "O", "C", "C", "C", "H", "H", "H", "H", "H", "H", "H", "H", "H", "H", "H", "H", "H", "H", "H", "H", "H", "H", "H", "H", "H", "H", "H", "H", "H", "H", "H", "H", "H", "H", "S", "C", "C", "C", "C", "C", "C", "N", "C", "C", "C", "C", "C", "C", "C", "H", "H", "H", "H", "H", "H", "H", "H", "C", "C", "C", "N", "C", "C", "H", "H", "H", "H", "H"], "coordinates": [[-0.24166, 0.74880, 0.92510], [-1.96320, 3.61746, -1.27134], [-0.69988, 2.93182, -1.72379], [0.19875, 3.78666, -2.58345], [-1.04679, 1.75443, -2.54254], [-1.56723, 0.38557, -2.03561], [-1.64010, 0.27063, -0.52835], [-0.37197, -0.82013, -2.65697], [0.95715, -1.12346, -1.47084], [1.14384, 0.09515, -0.59726], [0.52767, -2.30202, -0.55355], [0.44457, -3.72543, -0.96306], [1.67793, -4.42739, -0.45239], [-0.84718, -4.24912, -0.38352], [2.22037, -1.59792, -2.22658], [2.90467, -0.95678, -3.38405], [4.04419, -1.87853, -3.73561], [3.33879, 0.43984, -3.01102], [-2.91789, 0.17308, -2.74668], [-3.80889, -0.99371, -2.49242], [-4.27525, -1.47495, -3.84219], [-4.91407, -0.52433, -1.57991], [-1.71459, 4.47190, -0.64171], [-2.59671, 2.94899, -0.68953], [-2.51712, 3.97566, -2.13888], [-0.11028, 2.55021, -0.87407], [-0.33420, 4.12541, -3.47061], [1.08816, 3.23760, -2.88828], [0.51038, 4.66233, -2.01454], [0.02841, -0.41563, -3.59008], [-0.86243, -1.76740, -2.89638], [0.41894, -3.74139, -2.05596], [1.71500, -4.38010, 0.63646], [2.58342, -3.98306, -0.86233], [1.64844, -5.47656, -0.74654], [-0.83223, -4.15906, 0.70364], [-0.97157, -5.30077, -0.63918], [-1.70677, -3.69979, -0.76947], [2.16486, -0.94194, -4.18729], [4.76213, -1.92674, -2.91733], [4.55537, -1.49423, -4.61793], [3.68711, -2.88209, -3.95912], [4.02225, 0.41410, -2.16189], [2.49446, 1.08401, -2.76226], [3.86325, 0.88469, -3.85667], [-3.19608, -1.75300, -1.99418], [-4.83318, -0.68924, -4.35002], [-4.93206, -2.33554, -3.71631], [-3.43764, -1.77306, -4.47197], [-5.48331, 0.27258, -2.05713], [-4.51560, -0.16251, -0.63242], [-5.59285, -1.35232, -1.37449], [1.72556, 3.06422, 4.36190], [3.07405, 2.36428, 3.52334], [4.42257, 2.39950, 3.86707], [5.31511, 1.75842, 3.03259], [4.87615, 1.10146, 1.87794], [3.53993, 1.06973, 1.53346], [2.62774, 1.70977, 2.37317], [1.24620, 1.78100, 2.19090], [0.66075, 2.46009, 3.16202], [-0.79474, 2.66086, 3.17332], [-1.42181, 3.34757, 4.21199], [-2.79553, 3.51569, 4.17373], [-3.52921, 2.99307, 3.11683], [-2.89048, 2.29545, 2.09679], [-1.50584, 2.11153, 2.08935], [4.75895, 2.91152, 4.75787], [6.36897, 1.76850, 3.27313], [5.60282, 0.61526, 1.24101], [3.20331, 0.57793, 0.63031], [-0.85905, 3.75314, 5.04473], [-3.29506, 4.05340, 4.96787], [-4.60253, 3.13208, 3.09384], [-3.49477, 1.88758, 1.29126], [-0.55323, -3.06227, 4.10857], [0.67101, -2.70196, 3.56213], [0.71015, -1.65738, 2.66058], [-0.39017, -0.97872, 2.30241], [-1.57046, -1.32450, 2.83791], [-1.69288, -2.36354, 3.73981], [-0.61605, -3.87286, 4.82218], [1.58260, -3.21374, 3.83477], [1.64516, -1.33866, 2.21191], [-2.42731, -0.73343, 2.53625], [-2.66129, -2.60771, 4.15153]], "mulliken_charge": [-0.863, -1.199, 1.994, -1.521, -0.410, -0.089, 0.305, -0.435, -0.420, -0.286, 0.206, 0.605, -1.439, -1.028, -0.268, 0.605, -1.552, -0.885, -0.316, 1.293, -1.454, -1.328, 0.412, 0.102, 0.396, -0.698, 0.389, 0.262, 0.434, 0.531, 0.611, 0.444, 0.268, 0.297, 0.475, 0.173, 0.476, 0.089, 0.230, 0.346, 0.467, 0.380, 0.261, -0.040, 0.521, -0.264, 0.329, 0.421, 0.373, 0.349, 0.162, 0.428, -0.336, 0.724, -0.795, -0.596, -0.849, -0.020, -0.588, 0.442, 1.071, 0.413, -0.963, -0.827, -0.788, 0.194, 0.813, 0.445, 0.426, 0.448, 0.499, 0.451, 0.430, 0.481, 0.277, -0.290, -0.969, -0.282, 0.804, -0.298, -0.971, 0.450, 0.530, 0.499, 0.537, 0.501], "orbital_gap_ev": 7.923, "e_tot_ev": -98220.8544, "lumo_ev": -5.30, "total_charge": 2, "multiplicity": 1}